Record 1
# C4H7Cl3NO5SiTi

C4H7Cl3NO5SiTi as an isolated structure in a non-equilibrium geometry (ωB97M-V with the def2-TZVPD basis set, the Open Molecules 2025 dataset).

Values from the calculation:
**HOMO (spin up / spin down)**: -8.7 / -10.4 eV
**Multiplicity**: 2
**Gap between HOMO and LUMO (spin up / spin down)**: 6.75 / 8.84 eV
**Expectation value of S²**: 0.77

Geometry as XYZ:
```
22
C4H7Cl3NO5SiTi ωB97M-V with the def2-TZVPD basis set
Ti -1.7011 -0.2987 -0.1887
C 1.6890 0.8508 0.6385
C 1.1171 -0.5331 0.3662
C 2.1466 -1.6527 0.1562
O 0.2829 -0.4292 -0.8201
C 0.2753 -1.0250 1.5846
O 0.7905 -1.4994 2.5863
O -1.0245 -0.9865 1.3682
H 2.3639 1.0905 -0.2204
H 2.2831 0.7846 1.4922
H 0.8760 1.5758 0.7087
H 2.9652 -1.3218 -0.4942
H 1.6127 -2.4730 -0.3623
H 2.5997 -2.0338 1.0716
H 0.5266 0.3346 -1.3997
Cl -1.7328 3.0442 0.9138
Si -1.8580 1.9882 -1.0118
Cl -0.1077 2.6804 -1.9690
Cl -3.3153 3.1249 -1.9530
O -2.4849 -1.5962 -1.4027
N -3.6869 -1.4049 -0.8664
O -3.6173 -0.2198 -0.1980
```

Mulliken atomic charge list, values in e, 6 entries: 1.014 -1.426 1.677 -1.615 -0.625 0.467

Record 2
# C4H7Cl3Si

A 2-piece molecular cluster, C4H7Cl3Si overall in a non-equilibrium geometry (ωB97M-V with the def2-TZVPD basis set, the Open Molecules 2025 dataset).

Values from the calculation:
**HOMO**: -8.3 eV
**Gap between HOMO and LUMO**: 8.06 eV

Geometry as XYZ:
```
15
C4H7Cl3Si ωB97M-V with the def2-TZVPD basis set
C -0.9880 -2.2423 0.7269
C -0.5656 -1.2412 -0.0387
C 1.6087 -0.0580 -0.3498
C 0.3169 -0.1894 0.4295
Si -0.6769 2.2093 -0.2829
Cl 0.8184 3.4833 -0.7121
Cl -1.8642 1.9212 -1.8884
Cl -1.7843 2.9291 1.2535
H -1.5777 -3.0513 0.3318
H -0.7361 -2.2961 1.7760
H -0.7996 -1.2375 -1.1003
H 2.2347 -0.9391 -0.1885
H 1.4041 0.0181 -1.4175
H 2.1726 0.8213 -0.0437
H 0.4370 -0.1274 1.5042
```

Mulliken atomic charge list, values in e, 6 entries: -0.790 0.029 -1.185 -0.263 0.743 -0.221

Record 3
# C4H7ClN

An isolated ion of composition C4H7ClN and charge +1 in a non-equilibrium geometry (ωB97M-V with the def2-TZVPD basis set, the Open Molecules 2025 dataset).

Values from the calculation:
**Total charge**: +1
**HOMO (spin up / spin down)**: -12.4 / -13.3 eV
**Gap between HOMO and LUMO (spin up / spin down)**: 7.57 / 9.12 eV

Geometry as XYZ:
```
13
C4H7ClN ωB97M-V with the def2-TZVPD basis set
C -0.8216 1.1519 -0.0125
C -1.7505 0.2515 -0.1011
C 0.6391 0.9646 -0.0680
C 0.1749 -1.5148 -0.1021
N 1.1005 -0.5521 0.2451
Cl -3.2295 -0.2913 0.0050
H -1.2887 2.0876 0.0763
H 1.0073 1.1475 -0.9810
H 1.2662 1.7267 0.5185
H -0.2177 -2.2297 0.5686
H -0.2456 -1.4985 -1.1027
H 1.9693 -0.5657 -0.2922
H 1.3963 -0.6775 1.2461
```

Mulliken atomic charge list, values in e, 6 entries: -0.034 -0.112 -0.515 -0.909 -0.123 -0.056

Record 4
# C4H7ClN2

A single C4H7ClN2 molecule in a non-equilibrium geometry (ωB97M-V with the def2-TZVPD basis set, the Open Molecules 2025 dataset).

Values from the calculation:
**HOMO**: -8.2 eV
**Gap between HOMO and LUMO**: 9.00 eV
**SMILES**: [H]/N=C\N/C(C)=C\Cl

Geometry as XYZ:
```
14
C4H7ClN2 ωB97M-V with the def2-TZVPD basis set
H 2.3601 -0.1095 -1.1848
N 2.4720 0.0991 -0.1457
C 1.6842 0.2334 0.8570
N 0.3826 0.1203 1.0303
C -0.5811 0.0773 0.0363
C -0.3357 -0.1147 -1.3466
C -1.9277 -0.0845 0.3754
Cl -2.3311 -0.0434 2.0020
H 2.2106 0.5493 1.8548
H 0.1140 0.2227 1.9217
H 0.2730 0.7044 -1.6069
H -0.2375 -1.2339 -1.7074
H -1.5095 0.0868 -1.6925
H -2.5736 -0.5073 -0.3935
```

Mulliken atomic charge list, values in e, 6 entries: 0.259 -0.665 0.172 -0.175 0.769 -1.350

Record 5
# C4H7ClN2

C4H7ClN2 as an isolated structure in a non-equilibrium geometry (ωB97M-V with the def2-TZVPD basis set, the Open Molecules 2025 dataset).

Values from the calculation:
**HOMO**: -9.4 eV
**Gap between HOMO and LUMO**: 10.00 eV

Geometry as XYZ:
```
14
C4H7ClN2 ωB97M-V with the def2-TZVPD basis set
C -0.4304 -1.4459 0.2027
C 0.3284 -0.3421 -0.3094
C -2.1663 -0.3965 -0.6349
C 0.9513 0.5083 0.6563
N -1.6912 -1.5039 0.0812
N -1.2356 0.3696 -1.2720
Cl -2.9863 0.5499 0.7275
H 0.0006 -2.0960 0.8216
H 0.8894 -0.3719 -1.3231
H -3.0745 -0.5388 -1.2753
H 1.6818 0.0217 1.2137
H 0.0799 0.8200 1.3901
H 1.3442 1.3385 0.1581
H -1.2430 1.3355 -1.2968
```

Mulliken atomic charge list, values in e, 6 entries: -0.357 0.267 0.092 -1.096 -0.506 -0.526

Record 6
# C4H7ClN2O

C4H7ClN2O as an isolated structure in a non-equilibrium geometry (ωB97M-V with the def2-TZVPD basis set, the Open Molecules 2025 dataset).

Values from the calculation:
**HOMO**: -7.8 eV
**Gap between HOMO and LUMO**: 8.41 eV

Geometry as XYZ:
```
15
C4H7ClN2O ωB97M-V with the def2-TZVPD basis set
C 0.1053 2.0248 2.0561
C -0.6781 0.1538 0.9675
C -0.7955 -0.5591 -0.1811
C -0.0592 -0.1135 -1.3425
H -1.0464 1.8248 2.6765
H 0.2919 3.2163 1.6106
H 1.2003 1.6405 2.8404
H -1.2292 -0.2739 1.7232
H 0.1590 0.9803 -1.4673
H 0.3926 -2.7400 -1.9062
H 1.1594 -2.3591 -3.2450
N 0.8023 -0.7747 -2.1196
N 1.0389 -2.0350 -2.2296
O 0.0269 1.2102 0.8923
Cl -1.3682 -2.1952 -0.2752
```

Mulliken atomic charge list, values in e, 6 entries: -0.612 -0.186 0.218 -0.247 0.264 0.220

For the records above, the corresponding ΔE to the lowest compared entry with this formula, charge and spin values read 0.0 101.4 501.6 331.6 341.7 548.6 kJ/mol.